DFT (ωB97M-V/def2-TZVPD) results for C31H17N6O10Pd as an isolated structure.

```
65
Properties=species:S:1:pos:R:3
Pd 0.176 0.124 -0.158
O -1.210 -0.483 6.650
C -0.062 -0.253 6.358
O 1.045 -0.031 6.765
C -0.016 -0.211 4.629
C 1.227 -0.206 4.039
C 1.246 -0.143 2.648
N 0.103 -0.075 1.971
C -1.098 -0.114 2.542
C -1.200 -0.181 3.930
C -2.270 -0.114 1.622
C -3.578 -0.144 2.080
C -4.614 -0.138 1.158
C -4.320 -0.094 -0.192
C -2.990 -0.063 -0.580
N -1.999 -0.082 0.306
C 2.488 -0.152 1.823
C 3.757 -0.279 2.370
C 4.853 -0.299 1.521
C 4.655 -0.187 0.156
C 3.360 -0.050 -0.317
N 2.312 -0.038 0.497
H 2.124 -0.241 4.636
H -2.147 -0.214 4.443
H -3.794 -0.168 3.137
H -5.640 -0.161 1.497
H -5.098 -0.078 -0.942
H -2.705 -0.004 -1.623
H 3.893 -0.369 3.437
H 5.849 -0.402 1.926
H 5.482 -0.202 -0.539
H 3.146 0.061 -1.373
O 1.168 1.836 -1.213
C 0.528 2.707 -0.542
N -0.316 2.241 0.353
C -0.955 3.316 1.006
O -1.769 3.206 1.880
C -0.386 4.562 0.378
C -0.654 5.890 0.625
C 0.043 6.830 -0.134
C 0.967 6.445 -1.098
C 1.237 5.099 -1.346
C 0.546 4.180 -0.588
H -1.376 6.187 1.372
H -0.137 7.884 0.028
H 1.484 7.206 -1.666
H 1.949 4.796 -2.100
O 0.536 -4.041 -0.783
C 0.493 -2.848 -0.964
O 0.308 -1.977 -0.011
C 0.675 -2.272 -2.352
C 0.071 -1.069 -2.693
C 0.248 -0.510 -3.942
C 1.028 -1.126 -4.903
C 1.604 -2.336 -4.545
C 1.437 -2.937 -3.311
N 2.461 -3.013 -5.551
O 2.651 -2.423 -6.592
O 2.899 -4.101 -5.255
N -0.422 0.772 -4.227
O -0.131 1.339 -5.249
O -1.198 1.189 -3.381
H -0.582 -0.591 -1.954
H 1.185 -0.697 -5.881
H 1.890 -3.893 -3.093
```

Values from the calculation:
Kohn-Sham gap (alpha / beta): 8.1 / 5.9 eV
Net charge: +1
Multiplicity: 5

DFT (ωB97M-V/def2-TZVPD) results for C31H18BrN6O8Pr as an isolated structure at a distorted geometry.

```
65
Properties=species:S:1:pos:R:3
Pr -0.093 0.181 0.644
O -1.192 -3.085 -2.487
C -0.753 -2.625 -1.450
N 0.069 -1.518 -1.305
C 0.593 -1.035 -2.495
C 1.134 -1.928 -3.521
C 1.938 -1.517 -4.577
C 2.165 -0.119 -4.688
C 1.625 0.725 -3.783
C 0.883 0.325 -2.659
N 0.619 1.229 -1.606
C 0.532 2.513 -1.934
O 0.555 3.065 -3.036
C 0.496 3.412 -0.660
C 0.460 4.784 -0.860
C 0.628 5.576 0.229
C 0.861 4.994 1.500
C 1.043 3.586 1.567
N 0.772 2.843 0.519
C -0.996 -3.281 -0.151
C -1.391 -4.576 -0.082
C -1.474 -5.310 1.169
C -0.800 -5.147 2.309
C 0.382 -4.308 2.598
N -0.712 -2.576 0.985
H 0.820 -2.944 -3.593
H 2.412 -2.132 -5.325
H 2.799 0.181 -5.478
H 1.768 1.764 -3.849
H 0.313 5.124 -1.890
H 0.721 6.608 0.034
H 1.177 5.525 2.425
H 1.243 3.033 2.432
H -1.566 -5.140 -0.998
H -2.193 -6.108 1.183
H -1.054 -5.911 3.103
H 0.836 -4.301 3.563
O -1.868 -2.380 3.005
C -1.773 -1.965 1.873
O -2.374 -0.984 1.334
C 0.421 -3.034 1.778
C 1.326 -4.219 1.423
C 2.770 -3.976 1.674
C 3.199 -2.786 2.138
C 2.276 -1.651 2.194
N 1.024 -1.791 2.095
C 2.812 -0.201 2.311
O 3.809 -0.015 2.985
O 2.045 0.636 1.679
H 1.085 -4.924 0.710
H 3.399 -4.820 1.486
H 4.200 -2.502 2.230
Br -2.747 1.115 -2.473
C -2.821 2.467 -1.174
C -3.450 3.659 -1.431
C -3.634 4.524 -0.352
C -3.151 4.230 0.855
C -2.474 3.004 1.015
N -2.323 2.161 0.019
C -1.911 2.552 2.382
O -2.210 3.243 3.364
O -1.122 1.578 2.329
H -3.703 3.971 -2.426
H -4.103 5.506 -0.602
H -3.321 4.700 1.745
```

Values from the calculation:
Kohn-Sham gap (alpha / beta): 6.3 / 6.3 eV
Net charge: -2
Multiplicity: 3

DFT (ωB97M-V/def2-TZVPD) results for C31H18IN9O2S3ScSe as an isolated structure.

```
66
Properties=species:S:1:pos:R:3
Sc 1.647 -1.321 -0.370
C 3.290 1.240 -3.569
C 2.391 2.121 -2.758
N 2.042 3.290 -3.243
C 1.242 4.088 -2.512
C 0.785 3.763 -1.260
C -0.066 4.758 -0.518
O 0.598 5.338 0.606
C 1.150 2.512 -0.708
C 0.746 2.190 0.650
N 0.926 1.061 1.218
C 0.437 0.852 2.518
C -0.872 0.845 2.791
C -1.452 -0.006 3.879
C -0.367 -0.895 4.555
C 1.035 -0.362 4.549
C 1.409 0.432 3.552
I 3.299 1.293 3.467
C 1.944 1.644 -1.479
O 2.310 0.461 -1.096
H 3.625 1.780 -4.451
H 2.770 0.329 -3.873
H 4.146 0.917 -2.975
H 0.966 5.035 -2.964
H -0.968 4.292 -0.118
H -0.383 5.539 -1.217
H 1.529 5.429 0.374
H 0.286 3.002 1.219
H -1.553 1.225 2.036
H -2.134 0.528 4.543
H -0.670 -1.182 5.561
H 1.718 -0.626 5.346
S -5.972 -0.443 1.041
N -4.767 -0.820 2.041
C -3.668 -0.909 1.298
C -2.359 -1.233 1.779
C -2.050 -1.323 3.237
C -0.731 -2.052 3.560
C 0.214 -2.092 2.406
N -0.033 -1.691 1.222
C -1.352 -1.305 0.877
C -1.541 -0.934 -0.515
N -0.436 -0.837 -1.281
C -0.566 -0.500 -2.555
C -1.803 -0.242 -3.149
C -2.933 -0.296 -2.373
C -2.808 -0.631 -1.021
C -3.905 -0.643 -0.086
N -5.173 -0.371 -0.358
H -2.898 -1.696 3.807
H -0.794 -3.048 4.003
H 1.224 -2.443 2.598
H 0.354 -0.455 -3.128
H -1.844 0.000 -4.201
H -3.913 -0.082 -2.778
S 2.401 -2.207 -2.639
C 1.144 -3.374 -2.393
S 0.831 -3.788 -0.753
C 0.354 -3.822 -3.439
C -0.743 -4.706 -3.222
N -1.630 -5.427 -3.067
C 0.526 -3.332 -4.766
N 0.621 -2.932 -5.844
Se 5.419 -2.268 2.851
C 3.985 -1.950 1.859
N 3.019 -1.719 1.239
```

Values from the calculation:
Kohn-Sham gap: 5.8 eV
Net charge: -1
Multiplicity: 1

DFT (ωB97M-V/def2-TZVPD) results for C31H19Cl7N5O6W as an isolated structure.

```
69
Properties=species:S:1:pos:R:3
W 0.357 0.502 -0.121
O -1.532 -0.017 -0.127
C -2.231 -0.752 -0.991
C -3.577 -0.456 -1.214
C -4.301 -1.234 -2.090
C -3.724 -2.337 -2.736
C -2.417 -2.659 -2.479
C -1.643 -1.865 -1.611
C -0.304 -2.250 -1.317
N 0.566 -1.532 -0.674
N 1.752 -2.166 -0.355
C 2.541 -1.328 0.218
O 2.136 -0.090 0.459
C 3.920 -1.669 0.591
C 4.445 -2.913 0.247
C 5.748 -3.226 0.592
C 6.528 -2.303 1.277
C 6.005 -1.064 1.620
C 4.701 -0.745 1.279
H -4.018 0.387 -0.700
H -5.339 -0.992 -2.275
H -4.314 -2.937 -3.414
H -1.957 -3.519 -2.950
H 0.040 -3.234 -1.621
H 3.827 -3.623 -0.286
H 6.157 -4.191 0.327
H 7.546 -2.553 1.546
H 6.612 -0.350 2.161
H 4.281 0.214 1.553
Cl -1.424 0.450 6.489
C -1.018 0.937 4.897
C -1.032 2.304 4.566
Cl -1.468 3.477 5.739
C -0.696 2.710 3.282
Cl -0.722 4.360 2.793
C -0.352 1.737 2.362
O 0.014 1.948 1.076
C -0.343 0.387 2.670
O 0.026 -0.384 1.666
C -0.684 -0.031 3.955
Cl -0.661 -1.704 4.311
Cl -4.535 1.968 -5.615
C -3.225 1.723 -4.518
C -3.199 2.423 -3.324
C -2.154 2.209 -2.442
Cl -2.112 3.088 -0.957
C -1.148 1.288 -2.729
O -0.152 1.038 -1.856
C -1.166 0.650 -3.970
Cl 0.153 -0.366 -4.419
C -2.205 0.850 -4.860
H -3.980 3.127 -3.077
H -2.211 0.337 -5.810
C 4.604 1.101 -3.251
N 3.807 1.940 -2.356
C 4.123 3.229 -2.095
C 3.376 3.980 -1.265
C 2.230 3.379 -0.657
N 1.950 2.085 -0.872
C 2.715 1.349 -1.751
O 2.455 0.175 -1.964
N 1.445 4.132 0.101
H 5.409 1.703 -3.661
H 3.977 0.722 -4.055
H 5.013 0.257 -2.700
H 5.000 3.614 -2.595
H 3.622 5.011 -1.069
H 1.697 5.088 0.277
H 0.636 3.750 0.564
```

Values from the calculation:
Kohn-Sham gap: 6.4 eV
Net charge: +1
Multiplicity: 1

DFT (ωB97M-V/def2-TZVPD) results for a 2-piece molecular cluster, C31H20BF7O2S overall at a distorted geometry.

```
62
Properties=species:S:1:pos:R:3
F -3.696 2.348 -2.614
C -3.024 1.293 -2.040
C -3.559 0.017 -2.214
C -2.791 -1.014 -1.678
F -3.207 -2.313 -1.893
C -1.604 -0.798 -0.986
C -1.064 0.498 -0.870
C 0.355 0.701 -0.384
B 1.143 2.134 -0.935
O 2.511 2.181 -0.498
C 2.929 3.456 -0.724
C 4.171 4.005 -0.469
C 4.294 5.395 -0.621
C 3.221 6.170 -1.079
C 1.984 5.578 -1.419
C 1.859 4.220 -1.222
O 0.771 3.369 -1.419
C 1.250 -0.127 -1.301
C 2.041 -1.203 -0.884
C 2.857 -1.852 -1.827
F 3.669 -2.891 -1.419
C 2.940 -1.478 -3.166
C 2.070 -0.462 -3.558
F 2.089 -0.089 -4.880
C 1.232 0.213 -2.674
C -1.825 1.551 -1.377
H -4.499 -0.171 -2.723
H -1.050 -1.660 -0.602
H 0.461 0.512 0.689
H 5.011 3.373 -0.186
H 5.253 5.871 -0.395
H 3.351 7.245 -1.190
H 1.169 6.167 -1.836
H 2.040 -1.494 0.173
H 3.612 -1.954 -3.888
H 0.568 0.990 -3.054
H -1.473 2.575 -1.281
C 1.074 1.070 5.043
C 0.237 0.518 3.951
C -0.914 1.072 3.421
C -1.565 0.209 2.494
C -0.918 -1.024 2.356
C -1.491 -2.266 1.891
C -0.684 -3.412 1.723
C -1.232 -4.577 1.217
C -2.585 -4.615 0.885
C -3.163 -5.880 0.289
F -4.447 -6.110 0.702
F -3.214 -5.806 -1.080
F -2.429 -6.994 0.596
C -3.400 -3.500 1.048
C -2.862 -2.339 1.554
S 0.653 -0.952 3.132
H 0.463 1.757 5.636
H 1.427 0.251 5.680
H 1.957 1.599 4.655
H -1.316 2.015 3.791
H -2.480 0.458 1.970
H 0.383 -3.372 1.983
H -0.593 -5.448 1.066
H -4.449 -3.543 0.749
H -3.508 -1.466 1.697
```

Values from the calculation:
Kohn-Sham gap: 8.0 eV
Net charge: 0
Multiplicity: 1
SMILES: Fc1cc(F)cc(C(B2Oc3ccccc3O2)c2cc(F)cc(F)c2)c1.Cc1ccc(-c2ccc(C(F)(F)F)cc2)s1

DFT (ωB97M-V/def2-TZVPD) results for C31H20BrF4HfN3PS7 as an isolated structure at a distorted geometry.

```
68
Properties=species:S:1:pos:R:3
Hf 1.023 0.672 1.184
S 2.562 -1.167 2.255
C 1.950 -1.953 0.890
N 1.209 -1.310 -0.016
C 0.917 -2.147 -1.088
C 0.239 -1.816 -2.261
C 0.083 -2.779 -3.240
C 0.585 -4.067 -3.078
C 1.258 -4.418 -1.925
C 1.424 -3.452 -0.949
S 2.292 -3.616 0.557
H -0.138 -0.815 -2.410
H -0.428 -2.522 -4.155
H 0.472 -4.798 -3.861
H 1.656 -5.410 -1.784
F -4.452 2.207 -4.386
C -3.819 1.769 -3.310
C -4.518 1.078 -2.318
F -5.820 0.870 -2.443
C -3.823 0.602 -1.210
F -4.462 -0.101 -0.278
C -2.457 0.822 -1.053
P -1.610 0.308 0.499
C -2.705 1.126 1.698
C -2.577 2.514 1.778
C -3.375 3.222 2.655
C -4.297 2.551 3.446
C -4.410 1.172 3.371
C -3.623 0.451 2.490
C -1.921 -1.474 0.608
C -2.304 -2.247 -0.483
C -2.463 -3.613 -0.333
C -2.231 -4.214 0.893
C -1.819 -3.448 1.973
C -1.645 -2.085 1.832
C -1.780 1.526 -2.045
Br 0.101 1.840 -1.853
C -2.445 1.984 -3.177
F -1.785 2.611 -4.139
H -1.856 3.030 1.154
H -3.278 4.295 2.713
H -4.926 3.109 4.122
H -5.130 0.658 3.988
H -3.741 -0.618 2.403
H -2.484 -1.786 -1.443
H -2.770 -4.201 -1.183
H -2.374 -5.277 1.006
H -1.635 -3.915 2.928
H -1.328 -1.489 2.681
S 0.765 3.206 1.161
S 0.687 3.608 3.187
S 1.430 1.878 4.006
S -0.003 0.490 3.505
N 7.748 2.949 -0.467
C 7.026 1.945 -0.979
S 7.662 0.864 -2.047
C 5.652 1.747 -0.506
C 4.706 1.124 -1.328
C 3.435 0.899 -0.851
N 3.050 1.229 0.392
C 3.962 1.796 1.196
C 5.249 2.082 0.794
H 8.689 3.081 -0.801
H 7.345 3.664 0.115
H 4.984 0.808 -2.322
H 2.690 0.423 -1.478
H 3.642 2.016 2.212
H 5.941 2.513 1.502
```

Values from the calculation:
Kohn-Sham gap: 6.9 eV
Net charge: +1
Multiplicity: 1

DFT (ωB97M-V/def2-TZVPD) results for C31H21AlCl4F5N3O7S2 as an isolated structure.

```
74
Properties=species:S:1:pos:R:3
Al -3.227 0.396 -0.394
F -3.582 -4.558 4.281
C -3.566 -3.354 3.715
C -3.987 -3.193 2.407
F -4.416 -4.242 1.709
C -3.965 -1.934 1.837
F -4.397 -1.804 0.575
C -3.510 -0.815 2.519
S -3.423 0.793 1.802
C -3.106 -1.007 3.834
F -2.637 0.021 4.545
C -3.130 -2.254 4.432
F -2.709 -2.403 5.688
O -3.599 0.252 -2.958
N -4.731 0.141 -2.501
O -5.723 -0.143 -3.103
O -4.847 0.373 -1.186
Cl 1.144 2.473 -6.925
C 1.407 2.758 -5.236
C 1.420 1.695 -4.350
C 1.633 1.942 -3.005
C 1.814 3.231 -2.518
C 1.980 3.490 -1.034
C 0.681 4.017 -0.388
N -0.545 3.348 -0.819
C -1.171 3.535 -2.037
C -2.228 2.693 -2.062
N -2.274 2.008 -0.864
C -1.244 2.433 -0.145
O 2.597 2.403 -0.373
C 1.829 1.477 0.395
C 2.796 0.459 0.906
C 3.327 0.462 2.160
Cl 2.946 1.546 3.438
S 4.503 -0.761 2.395
C 4.289 -1.317 0.789
C 3.364 -0.586 0.117
C 1.800 4.271 -3.442
Cl 1.998 5.923 -2.912
C 1.602 4.056 -4.795
H 1.252 0.688 -4.703
H 1.629 1.108 -2.322
H 2.694 4.309 -0.923
H 0.581 5.071 -0.642
H 0.748 3.945 0.697
H -0.805 4.233 -2.767
H -2.937 2.508 -2.846
H -1.000 2.086 0.846
H 1.044 1.002 -0.201
H 1.369 1.983 1.249
H 4.853 -2.165 0.436
H 3.087 -0.768 -0.913
H 1.599 4.884 -5.489
C 0.111 -1.501 2.818
C 0.962 -2.586 2.224
C 2.094 -3.043 2.884
C 2.915 -3.995 2.305
Cl 4.367 -4.478 3.132
C 2.615 -4.538 1.071
C 1.472 -4.113 0.411
C 0.661 -3.138 0.976
O -0.483 -2.702 0.359
C -0.422 -2.478 -1.044
C -1.023 -1.104 -1.289
O -0.392 -0.213 -1.822
O -2.238 -0.993 -0.819
H 0.024 -1.620 3.898
H -0.881 -1.500 2.376
H 0.562 -0.522 2.635
H 2.355 -2.630 3.851
H 3.259 -5.289 0.634
H 1.209 -4.545 -0.546
H -1.003 -3.239 -1.572
H 0.608 -2.481 -1.399
```

Values from the calculation:
Kohn-Sham gap: 8.8 eV
Net charge: 0
Multiplicity: 1

Relative energy (zero: lowest compared OMol25 entry of this formula, charge and spin), record by record: 127.29, 263.31, 247.16, 33.11, 66.16, 74.32, 60.61 kJ/mol